ORCA calculation (ωB97M-V/def2-TZVPD) on a cluster of 6 separate species, C35H47F24N2O12S2 in total.

Properties
Highest occupied orbital energy ... -12.075 eV
E ... -151476.578 eV
LUMO level ... -4.47 eV
Frontier orbital gap ... 7.608 eV

ORCA input file:
```
! wB97M-V def2-TZVPD RIJCOSX def2/J DEFGRID3
* xyz 1 1
C 5.83 -4.44 1.05
C 5.23 -3.57 -0.22
C 4.52 -2.15 0.25
C 2.94 -2.12 -0.21
C 2.47 -0.69 -0.89
N 1.12 -0.14 -0.47
C 1.05 1.15 -1.30
C -0.39 1.96 -1.08
C -1.53 1.06 -1.82
C -2.95 0.93 -0.94
C -3.79 -0.30 -1.63
C -5.43 -0.23 -1.32
F -6.18 0.41 -2.43
F -5.53 0.74 -0.17
C -6.06 -1.63 -0.77
F -5.10 -2.25 0.22
F -7.26 -1.25 0.07
S -6.64 -2.86 -2.03
F -7.96 -1.91 -2.57
F -5.58 -2.33 -3.26
F -5.42 -3.96 -1.42
F -7.72 -3.55 -0.84
F -7.17 -4.10 -3.10
N 2.22 1.48 -2.21
S 2.40 2.84 -3.28
C 3.20 0.31 -1.96
C 4.67 0.10 -2.65
C 4.90 -1.41 -3.28
O 3.89 -2.30 -3.39
O 6.29 -1.78 -3.69
H 7.01 -4.34 1.11
H 5.58 -5.59 0.84
H 5.29 -4.08 2.05
H 6.10 -3.37 -1.00
H 4.40 -4.26 -0.72
H 4.57 -1.97 1.42
H 5.10 -1.23 -0.23
H 2.23 -2.28 0.73
H 2.65 -2.98 -0.98
H 0.42 -0.56 0.18
H -0.27 3.01 -1.63
H -0.68 2.06 0.05
H -1.84 1.56 -2.85
H -1.12 -0.02 -2.10
H -2.67 0.65 0.18
H -3.46 1.98 -1.03
H -3.33 -1.36 -1.40
H -3.70 -0.14 -2.81
H 3.30 3.79 -2.73
H 5.51 0.24 -1.81
H 4.86 0.91 -3.48
H 6.34 -2.78 -3.84
C -4.86 -2.98 -5.91
C -3.42 -3.04 -6.40
O -3.29 -2.39 -7.67
C -3.16 -1.02 -7.64
O -3.15 -0.36 -6.61
C -2.98 -0.47 -9.05
F -3.84 -1.03 -9.95
F -1.73 -0.70 -9.54
F -3.18 0.88 -9.13
H -5.54 -3.40 -6.67
H -4.98 -3.54 -4.98
H -5.18 -1.95 -5.74
H -3.13 -4.08 -6.54
H -2.73 -2.61 -5.66
C 7.67 1.85 5.12
C 6.23 2.03 4.67
O 6.15 2.03 3.24
C 6.11 0.79 2.64
O 6.15 -0.27 3.26
C 5.98 0.93 1.12
F 6.80 1.89 0.61
F 4.71 1.28 0.75
F 6.27 -0.21 0.45
H 8.31 2.61 4.66
H 7.75 1.93 6.21
H 8.06 0.87 4.82
H 5.86 3.00 5.01
H 5.57 1.27 5.11
C 0.09 3.34 4.58
C -0.19 2.36 5.70
O 0.71 1.25 5.64
C 1.95 1.44 6.20
O 2.30 2.49 6.74
C 2.79 0.17 6.11
F 2.71 -0.42 4.88
F 2.39 -0.78 7.01
F 4.11 0.38 6.35
H 0.07 2.84 3.61
H -0.65 4.15 4.57
H 1.09 3.78 4.68
H -1.20 1.95 5.58
H -0.15 2.84 6.68
C 6.73 8.52 3.71
C 7.66 8.33 4.90
O 6.98 7.67 5.97
C 6.92 6.30 5.89
O 7.40 5.65 4.97
C 6.21 5.72 7.12
F 5.08 6.41 7.45
F 7.00 5.74 8.22
F 5.82 4.43 6.95
H 5.82 9.04 4.01
H 7.23 9.09 2.92
H 6.43 7.55 3.29
H 7.97 9.31 5.28
H 8.57 7.80 4.62
C -10.44 -5.69 -1.06
C -10.67 -4.33 -1.69
O -11.36 -4.45 -2.94
C -12.72 -4.57 -2.86
O -13.35 -4.57 -1.80
C -13.34 -4.65 -4.26
F -12.65 -5.48 -5.09
F -13.36 -3.43 -4.87
F -14.63 -5.09 -4.25
H -9.93 -6.36 -1.76
H -9.84 -5.61 -0.15
H -11.39 -6.17 -0.81
H -9.70 -3.86 -1.90
H -11.20 -3.65 -1.00
*
```


ORCA calculation (ωB97M-V/def2-TZVPD) on a structure of composition C35H48AuBrF5PTe.

Properties
Highest occupied orbital energy ... -7.548 eV
E ... -140979.396 eV
Relative energy (zero: lowest compared OMol25 entry of this formula, charge and spin) ... 48.4 kJ/mol
LUMO level ... -0.05 eV
Frontier orbital gap ... 7.500 eV

ORCA input file:
```
! wB97M-V def2-TZVPD RIJCOSX def2/J DEFGRID3
* xyz 0 1
Au -0.82 0.18 1.25
C -8.29 0.14 -2.00
C -6.82 0.23 -1.70
C -6.03 -0.91 -1.63
C -4.66 -0.84 -1.37
C -3.89 -2.13 -1.32
C -4.07 0.41 -1.17
Te -1.96 0.54 -1.11
C -4.86 1.58 -1.20
C -4.33 2.96 -0.92
C -6.22 1.46 -1.47
H -8.60 -0.89 -2.14
H -8.54 0.69 -2.91
H -8.89 0.57 -1.19
H -6.49 -1.88 -1.79
H -4.57 -2.98 -1.25
H -3.21 -2.15 -0.46
H -3.27 -2.25 -2.21
H -3.30 2.95 -0.57
H -4.94 3.44 -0.16
H -4.37 3.58 -1.83
H -6.82 2.36 -1.49
F -2.50 1.71 2.98
C -2.40 0.38 2.64
F -2.15 -0.29 3.80
C -3.83 -0.08 2.27
F -4.46 0.83 1.55
F -3.80 -1.24 1.61
F -4.56 -0.27 3.38
Br 3.26 -0.52 6.60
C 2.04 -0.29 5.17
C 1.87 0.96 4.60
C 1.01 1.10 3.51
C 0.32 0.01 2.99
C 0.45 -1.22 3.63
C 1.31 -1.38 4.71
H 2.40 1.81 4.99
H 0.87 2.09 3.10
H -0.12 -2.07 3.30
H 1.41 -2.34 5.19
C 2.16 -0.82 -4.43
C 1.88 0.65 -4.09
C 1.09 0.78 -2.78
C 1.60 -0.28 -1.79
C 1.13 -1.67 -2.29
C 1.09 -1.73 -3.82
P 1.29 -0.02 0.01
C 2.27 1.49 0.47
C 3.65 1.69 -0.19
C 3.65 2.83 -1.21
C 3.31 4.16 -0.54
C 2.28 3.99 0.59
C 1.41 2.76 0.36
C 2.19 -1.40 0.85
C 1.40 -2.72 0.90
C 1.99 -3.66 1.97
C 3.50 -3.45 2.15
C 4.13 -3.05 0.82
C 3.64 -1.66 0.39
H 3.14 -1.12 -4.03
H 2.21 -0.96 -5.51
H 1.30 1.11 -4.89
H 2.82 1.20 -4.02
H 0.03 0.61 -2.97
H 1.17 1.79 -2.39
H 2.69 -0.24 -1.83
H 0.14 -1.88 -1.88
H 1.81 -2.43 -1.92
H 0.11 -1.42 -4.19
H 1.24 -2.76 -4.14
H 2.43 1.31 1.54
H 4.02 0.78 -0.65
H 4.37 1.94 0.60
H 2.93 2.61 -2.00
H 4.63 2.89 -1.69
H 2.92 4.86 -1.29
H 4.22 4.62 -0.14
H 1.66 4.88 0.68
H 2.79 3.88 1.55
H 0.92 2.83 -0.62
H 0.59 2.72 1.08
H 2.23 -1.04 1.88
H 1.45 -3.21 -0.07
H 0.34 -2.53 1.10
H 1.80 -4.70 1.67
H 1.48 -3.52 2.92
H 3.96 -4.36 2.54
H 3.68 -2.67 2.89
H 3.86 -3.79 0.06
H 5.22 -3.05 0.89
H 3.73 -1.58 -0.70
H 4.29 -0.90 0.82
*
```


ORCA calculation (ωB97M-V/def2-TZVPD) on a structure of composition C35H48BClN14O5Si2Y.

Properties
Highest occupied orbital energy (alpha / beta) ... -8.327 / -8.327 eV
E ... -98182.055 eV
Relative energy (zero: lowest compared OMol25 entry of this formula, charge and spin) ... 45.7 kJ/mol
LUMO level (alpha / beta) ... 0.32 / -0.74 eV
Frontier orbital gap (alpha / beta) ... 8.647 / 7.586 eV

ORCA input file:
```
! wB97M-V def2-TZVPD RIJCOSX def2/J DEFGRID3
* xyz 0 2
Y -0.13 0.57 0.69
C 1.64 -3.71 -0.16
C 0.90 -2.58 -0.52
N 1.21 -1.54 0.25
N 2.17 -1.97 1.10
C 2.42 -3.27 0.89
B 2.72 -0.97 2.17
N 1.61 -0.77 3.22
C 1.53 -1.25 4.47
C 0.24 -1.08 4.93
C -0.43 -0.51 3.86
N 0.39 -0.31 2.83
N 3.11 0.35 1.45
C 4.36 0.83 1.34
C 4.38 1.82 0.38
C 3.05 1.88 -0.06
N 2.29 1.00 0.57
N 4.01 -1.51 2.79
C 5.00 -2.23 2.22
C 6.09 -2.21 3.06
C 5.66 -1.43 4.14
N 4.43 -0.99 3.97
H 1.60 -4.70 -0.58
H 0.15 -2.46 -1.28
H 3.08 -3.83 1.53
H 2.40 -1.66 4.96
H -0.15 -1.35 5.89
H -1.46 -0.21 3.77
H 5.16 0.44 1.96
H 5.21 2.42 0.07
H 2.62 2.55 -0.78
H 4.91 -2.65 1.23
H 7.04 -2.69 2.91
H 6.20 -1.15 5.04
C 1.85 -3.20 -3.89
Si 1.87 -1.33 -3.79
C 3.22 -0.72 -2.65
C 2.23 -0.67 -5.51
C 0.18 -0.65 -3.30
C 0.16 0.81 -3.09
C 0.10 1.63 -4.22
C 0.15 3.00 -4.08
C 0.25 3.54 -2.81
C 0.27 2.67 -1.74
N 0.21 1.33 -1.85
Si -1.43 -1.48 -3.79
C -2.85 -0.30 -3.49
C -1.73 -3.07 -2.84
C -1.34 -1.91 -5.62
H 2.68 -3.52 -4.53
H 0.94 -3.59 -4.33
H 1.99 -3.66 -2.91
H 4.19 -1.12 -2.97
H 3.06 -1.02 -1.61
H 3.29 0.37 -2.67
H 3.15 -1.12 -5.88
H 2.37 0.42 -5.50
H 1.43 -0.90 -6.22
H 0.04 1.18 -5.20
H 0.11 3.64 -4.95
H 0.31 4.61 -2.63
H 0.35 3.07 -0.73
H -2.82 0.09 -2.46
H -3.80 -0.80 -3.65
H -2.80 0.56 -4.17
H -1.89 -2.89 -1.78
H -0.91 -3.79 -2.95
H -2.63 -3.55 -3.24
H -1.16 -1.02 -6.23
H -2.29 -2.35 -5.94
H -0.55 -2.63 -5.83
Cl -4.71 2.84 1.49
C -4.28 1.95 0.01
C -2.77 1.82 -0.13
O -2.08 2.82 -0.23
O -2.29 0.61 -0.17
H -4.66 2.53 -0.83
H -4.78 0.98 0.05
C 1.34 6.19 2.62
N 0.57 4.95 2.64
C -0.45 4.76 3.52
C -1.22 3.65 3.48
C -0.89 2.66 2.50
O -1.54 1.60 2.35
N 0.17 2.83 1.68
C 0.85 4.01 1.63
O 1.67 4.31 0.77
H 1.08 6.76 3.51
H 1.11 6.77 1.73
H 2.40 5.97 2.62
H -0.61 5.56 4.22
H -2.04 3.50 4.16
C -4.19 -4.52 0.25
N -3.01 -3.83 0.70
C -1.97 -4.39 1.53
C -1.11 -3.15 1.81
O -0.11 -3.19 2.48
N -1.67 -2.05 1.17
C -2.78 -2.50 0.60
N -3.64 -1.69 -0.03
H -3.96 -5.58 0.16
H -4.47 -4.18 -0.75
H -5.04 -4.40 0.93
H -1.38 -5.14 1.01
H -2.35 -4.80 2.47
H -3.31 -0.72 -0.16
H -4.40 -2.07 -0.56
*
```


ORCA calculation (ωB97M-V/def2-TZVPD) on a structure of composition C35H49AsNO4Zr.

Properties
Highest occupied orbital energy ... -11.491 eV
E ... -108887.995 eV
Relative energy (zero: lowest compared OMol25 entry of this formula, charge and spin) ... 0.0 kJ/mol
LUMO level ... -2.90 eV
Frontier orbital gap ... 8.595 eV

ORCA input file:
```
! wB97M-V def2-TZVPD RIJCOSX def2/J DEFGRID3
* xyz 1 1
Zr -0.74 0.31 0.09
C -0.21 2.73 0.37
C -0.90 2.36 1.56
C -0.09 1.35 2.19
C 1.10 1.24 1.40
C 1.05 2.12 0.30
C 2.19 2.62 -0.58
C 3.43 1.74 -0.45
C 1.78 2.71 -2.05
C 2.54 4.02 -0.07
C -0.22 0.42 3.40
C -1.60 0.40 4.05
C 0.06 -1.02 2.92
C 0.82 0.81 4.45
C -1.97 3.32 2.15
C -3.34 2.78 2.59
C -1.27 3.97 3.36
C -2.27 4.43 1.14
H -0.54 3.49 -0.32
H 1.96 0.66 1.70
H 3.30 0.76 -0.93
H 3.72 1.59 0.60
H 4.27 2.22 -0.95
H 1.30 1.80 -2.41
H 2.66 2.90 -2.67
H 1.08 3.54 -2.22
H 2.91 3.99 0.96
H 1.67 4.69 -0.10
H 3.32 4.46 -0.70
H -2.38 0.12 3.34
H -1.87 1.35 4.50
H -1.60 -0.35 4.85
H -0.65 -1.33 2.14
H -0.08 -1.73 3.75
H 1.07 -1.15 2.55
H 0.68 1.85 4.77
H 1.84 0.72 4.06
H 0.73 0.17 5.33
H -3.30 1.94 3.26
H -3.95 2.50 1.73
H -3.86 3.59 3.11
H -1.02 3.24 4.13
H -1.92 4.72 3.80
H -0.34 4.45 3.05
H -2.70 4.04 0.22
H -1.39 5.03 0.90
H -3.01 5.11 1.58
O 1.19 -0.94 -0.37
C 1.05 -1.55 -1.70
C -0.23 -0.92 -2.30
O -0.90 -1.53 -3.09
O -0.49 0.33 -1.88
C 2.26 -1.19 -2.54
C 2.16 -0.50 -3.74
C 3.31 -0.18 -4.46
C 4.55 -0.55 -3.98
C 4.66 -1.25 -2.78
C 3.51 -1.58 -2.08
C 0.92 -3.07 -1.56
C 0.81 -3.67 -0.32
C 0.71 -5.06 -0.22
C 0.73 -5.84 -1.37
C 0.84 -5.23 -2.62
C 0.95 -3.85 -2.71
H 2.13 -0.77 -0.22
H 1.19 -0.20 -4.13
H 3.22 0.35 -5.40
H 5.45 -0.30 -4.54
H 5.63 -1.56 -2.41
H 3.60 -2.17 -1.17
H 0.79 -3.07 0.58
H 0.64 -5.52 0.75
H 0.66 -6.92 -1.30
H 0.86 -5.83 -3.52
H 1.05 -3.39 -3.69
C -4.10 -2.76 0.53
As -2.90 -2.22 -0.84
C -2.43 -3.89 -1.64
C -3.76 -1.20 -2.20
O -1.50 -1.57 -0.04
H -5.07 -2.94 0.07
H -4.20 -1.99 1.29
H -3.71 -3.68 0.95
H -3.37 -4.36 -1.91
H -1.90 -4.50 -0.91
H -1.81 -3.74 -2.53
H -3.81 -1.86 -3.07
H -3.19 -0.32 -2.44
H -4.74 -0.92 -1.83
N -4.02 0.45 0.31
C -2.92 0.79 0.17
*
```


| no. | maximum force (eV/Å) |
| --- | --- |
| 1 | 9.1 |
| 2 | 0.5 |
| 3 | 0.5 |
| 4 | 1.5 |